1.
This record from the Open Molecules 2025 dataset describes a molecular structure, C33H47ClO3P4Re in a non-equilibrium geometry. The level of theory is ωB97M-V/def2-TZVPD.

ORCA input file:
```
! wB97M-V def2-TZVPD RIJCOSX def2/J DEFGRID3
* xyz 2 4
P 0.943 -6.305 -0.424
C -0.363 -5.999 -1.591
C 0.053 -6.749 -2.719
H 1.122 -6.924 -2.858
C -0.870 -7.441 -3.504
H -0.504 -8.177 -4.223
C -2.237 -7.200 -3.329
H -2.960 -7.760 -3.935
C -2.662 -6.248 -2.391
H -3.738 -6.042 -2.337
C -1.737 -5.604 -1.526
H -2.090 -4.822 -0.845
C 2.391 -5.313 -0.761
C 2.675 -4.575 -1.940
H 1.880 -4.203 -2.597
C 4.010 -4.312 -2.281
H 4.268 -3.796 -3.216
C 5.073 -4.725 -1.467
H 6.119 -4.595 -1.786
C 4.770 -5.300 -0.231
H 5.588 -5.619 0.425
C 3.447 -5.504 0.157
H 3.243 -5.908 1.147
C 0.323 -6.032 1.287
C 0.105 -7.381 1.613
H 0.128 -8.109 0.796
C -0.014 -7.832 2.918
H -0.096 -8.909 3.092
C -0.052 -6.919 3.973
H -0.181 -7.278 5.003
C 0.057 -5.552 3.674
H -0.018 -4.854 4.520
C 0.255 -5.083 2.353
H 0.285 -3.990 2.212
Re 0.009 0.281 0.024
C 2.009 0.554 0.755
C 2.872 -0.489 0.983
H 2.409 1.565 0.855
C 2.278 -1.884 0.839
O 2.214 -2.517 2.110
H 2.241 -3.469 1.964
C 0.988 -1.496 0.359
H 2.794 -2.492 0.100
C -0.332 -1.511 0.204
Cl -2.313 0.309 -1.027
P -1.088 -0.054 2.191
P 0.701 0.043 -2.302
C -2.742 0.665 2.250
H -3.341 0.239 1.438
H -2.678 1.749 2.102
H -3.178 0.413 3.224
C -1.363 -1.661 3.005
H -0.469 -2.005 3.542
H -1.633 -2.422 2.261
H -2.194 -1.564 3.716
C -0.016 0.861 3.311
H 0.172 1.854 2.888
H 0.935 0.332 3.438
H -0.533 0.949 4.274
C -0.194 1.287 -3.287
H 0.003 2.280 -2.866
H -1.268 1.092 -3.196
H 0.115 1.242 -4.337
C 2.453 0.481 -2.554
H 3.104 -0.305 -2.154
H 2.670 1.411 -2.019
H 2.678 0.620 -3.619
C 0.525 -1.477 -3.308
H -0.370 -2.027 -2.991
H 1.401 -2.130 -3.194
H 0.421 -1.224 -4.373
P 4.567 -0.214 1.618
C 4.859 1.528 1.422
C 5.653 -1.212 0.606
H 4.092 2.098 1.959
H 4.845 1.791 0.357
H 5.847 1.723 1.855
H 5.368 -2.274 0.642
H 6.668 -1.081 1.013
H 5.618 -0.856 -0.434
C 4.582 -0.719 3.332
H 3.889 -0.084 3.903
H 5.614 -0.573 3.686
H 4.272 -1.770 3.422
H -0.917 -2.397 -0.102
O -2.004 3.468 0.651
C -1.430 2.840 -0.263
O -0.233 2.347 -0.139
H -1.905 2.655 -1.255
*
```

* M: 837.292 Da
* ⟨S²⟩: 3.791
* LUMO (spin up / spin down): -5.329 / -8.600 eV
* HOMO energy (spin up / spin down): -11.85 / -12.71 eV
* DFT total energy: -3414.588293 Eh

=====

2.
This record from the Open Molecules 2025 dataset describes 11 unconnected molecules or ions with the total composition C16H54N14O11 in a non-equilibrium geometry. The level of theory is ωB97M-V/def2-TZVPD.

ORCA input file:
```
! wB97M-V def2-TZVPD RIJCOSX def2/J DEFGRID3
* xyz 0 1
C -5.487 1.620 0.641
C -4.274 1.133 -0.218
O -4.467 1.436 -1.634
H -5.644 2.683 0.457
H -5.379 1.483 1.717
H -6.264 0.971 0.238
H -4.101 0.088 0.041
H -3.330 1.554 0.127
H -3.978 0.813 -2.176
C -0.980 1.388 3.679
C -2.353 1.424 4.448
O -2.238 0.672 5.637
H -0.093 1.337 4.310
H -0.838 2.200 2.966
H -1.039 0.578 2.951
H -3.151 1.006 3.834
H -2.650 2.388 4.861
H -2.729 -0.153 5.636
C 1.171 -0.952 0.315
C 0.258 0.183 -0.170
O -0.634 -0.395 -1.144
H 0.661 -1.777 0.814
H 1.937 -0.604 1.008
H 1.778 -1.336 -0.504
H 0.823 0.994 -0.630
H -0.232 0.573 0.722
H -1.111 0.345 -1.528
C 3.289 -1.943 3.659
O 2.126 -1.756 3.682
N 3.827 -2.850 2.920
N 4.178 -1.230 4.249
H 3.297 -3.282 2.176
H 4.755 -3.073 3.248
H 3.939 -0.357 4.698
H 5.172 -1.366 4.134
C -1.854 -2.313 4.213
O -1.643 -2.355 5.413
N -3.089 -2.331 3.729
N -0.882 -2.246 3.343
H -3.804 -2.388 4.440
H -3.182 -2.359 2.724
H -1.132 -2.277 2.365
H 0.059 -2.097 3.678
C 2.295 -1.484 -3.674
O 2.411 -2.726 -3.576
N 3.353 -0.794 -3.836
N 1.191 -0.827 -3.741
H 4.114 -1.458 -3.875
H 3.477 0.107 -4.275
H 0.290 -1.278 -3.677
H 1.383 0.142 -3.951
C -0.889 -3.992 -0.046
O -1.560 -3.242 0.650
N -0.231 -3.565 -1.044
N -0.709 -5.321 0.131
H 0.258 -4.241 -1.613
H -0.198 -2.563 -1.168
H 0.083 -5.692 -0.375
H -1.260 -5.864 0.780
C -3.503 -1.380 -2.927
O -3.275 -0.308 -3.433
N -4.211 -2.287 -3.526
N -3.036 -1.766 -1.775
H -4.377 -2.082 -4.501
H -4.329 -3.149 -3.012
H -3.383 -2.584 -1.295
H -2.343 -1.069 -1.540
C -0.870 2.008 -3.095
O -1.487 1.884 -2.017
N -1.401 1.632 -4.280
N 0.324 2.443 -3.221
H -0.738 1.343 -4.985
H -2.392 1.443 -4.329
H 0.488 2.840 -4.135
H 0.670 2.839 -2.359
C 0.320 4.385 -0.203
O 0.978 4.344 -1.278
N 0.429 5.357 0.671
N -0.462 3.461 0.287
H -0.005 5.266 1.578
H 0.883 6.204 0.360
H -1.139 3.842 0.932
H -0.809 2.582 -0.071
C 3.681 2.364 -1.232
C 4.823 1.503 -0.739
C 5.804 1.189 -1.827
O 5.558 2.018 0.420
H 4.062 3.342 -1.526
H 2.878 2.497 -0.506
H 3.328 1.967 -2.184
H 4.377 0.602 -0.318
H 6.344 2.017 -2.286
H 5.235 0.685 -2.608
H 6.564 0.482 -1.496
H 6.296 1.459 0.675
*
```

* energy above the lowest of the compared OMol25 structures with the same formula, charge and spin: 85.5 kcal per mole
* M: 618.695 Da
* LUMO: 0.217 eV
* HOMO energy: -8.74 eV
* DFT total energy: -2236.378561 Eh